Entry 1:
DFT (ωB97M-V/def2-TZVPD) results for an isolated molecule of C3H5NS in a non-equilibrium geometry.

Total energy, a.u.: -570.1983
SMILES: N/C=C/C=S
Relative energy (zero: lowest compared OMol25 entry of this formula, charge and spin), kJ/mol: 95.2
E_HOMO, eV: -8.01

Geometry as XYZ:
```
10
C3H5NS ωB97M-V/def2-TZVPD
N 2.87 -0.22 0.08
C 1.65 0.40 -0.04
C 0.45 -0.26 -0.17
C -0.79 0.37 -0.09
S -2.27 -0.14 0.07
H 3.70 0.25 0.35
H 3.23 -1.19 -0.08
H 1.60 1.45 0.10
H 0.51 -1.34 -0.07
H -0.59 1.56 -0.10
```

Entry 2:
DFT (ωB97M-V/def2-TZVPD) results for a cluster of 7 separate species, H13O6S in total in a non-equilibrium geometry.

Total energy, a.u.: -857.4994
Relative energy (zero: lowest compared OMol25 entry of this formula, charge and spin), kJ/mol: 67.7
Total charge: -1
E_HOMO, eV: -4.29

Geometry as XYZ:
```
20
H13O6S ωB97M-V/def2-TZVPD
S 2.25 0.51 0.20
H 2.93 0.68 1.35
H 0.54 1.77 -0.87
H -0.88 2.29 -0.36
O -0.39 1.93 -1.12
H -1.49 -2.28 -0.45
H -1.70 -2.28 -1.96
O -2.15 -2.51 -1.13
H -2.22 0.27 0.21
H -1.86 1.06 1.53
O -2.49 0.97 0.80
H 0.85 -1.84 1.19
H 0.78 -1.58 -0.22
O 0.47 -2.26 0.40
H -0.52 -0.26 -2.30
H 0.91 -0.38 -2.73
O 0.12 -0.93 -2.58
H 0.94 2.12 2.85
H 0.09 1.02 2.39
O 0.12 1.67 3.10
```

Entry 3:
DFT (ωB97M-V/def2-TZVPD) results for a structure of composition C42H33F11N7O6RbS2 in a non-equilibrium geometry.

Total energy, a.u.: -4374.1968
Relative energy (zero: lowest compared OMol25 entry of this formula, charge and spin), kJ/mol: 0.0
Total charge: -2
E_HOMO, eV: -2.41

Geometry as XYZ:
```
102
C42H33F11N7O6RbS2 ωB97M-V/def2-TZVPD
Rb -0.05 -0.35 0.12
C 5.16 -0.75 -0.33
C 3.79 -0.78 0.00
N 2.96 0.21 -0.26
C 3.44 1.30 -0.88
C 4.80 1.44 -1.24
C 5.66 0.36 -0.95
C 5.26 2.64 -1.87
C 4.40 3.65 -2.13
C 3.02 3.55 -1.78
C 2.10 4.59 -2.03
C 0.79 4.44 -1.67
C 0.40 3.22 -1.08
N 1.22 2.23 -0.86
C 2.52 2.39 -1.17
H 5.78 -1.60 -0.11
H 3.37 -1.65 0.49
H 6.70 0.43 -1.23
H 6.30 2.71 -2.14
H 4.75 4.56 -2.60
H 2.45 5.51 -2.49
H 0.06 5.22 -1.81
H -0.63 3.07 -0.80
F 2.70 -5.46 -1.60
C 1.76 -4.64 -1.13
F 0.59 -5.27 -1.13
F 2.08 -4.33 0.14
S 1.69 -3.07 -2.13
O 1.19 -2.09 -1.20
O 3.02 -2.90 -2.63
N 0.59 -3.29 -3.23
S 0.84 -4.04 -4.59
O -0.40 -4.08 -5.32
O 1.64 -5.23 -4.50
C 1.89 -2.88 -5.62
F 1.55 -3.01 -6.91
F 3.19 -3.15 -5.53
F 1.69 -1.60 -5.29
C -5.82 -8.68 4.29
C -4.63 -7.84 4.69
C -4.24 -7.80 6.02
C -3.17 -7.01 6.40
C -2.48 -6.26 5.46
C -2.85 -6.31 4.11
N -2.24 -5.54 3.14
C -1.06 -4.81 3.24
C 0.04 -5.27 3.97
C 1.21 -4.54 4.02
C 1.31 -3.32 3.36
C 0.22 -2.87 2.63
C -0.96 -3.59 2.53
C -2.11 -3.05 1.64
O -3.09 -3.81 1.44
O -1.96 -1.90 1.20
C -3.94 -7.12 3.72
C -4.34 -7.15 2.27
H -6.30 -9.11 5.18
H -5.53 -9.51 3.64
H -6.57 -8.10 3.75
H -4.79 -8.37 6.76
H -2.88 -6.95 7.44
H -1.68 -5.61 5.77
H -2.84 -5.07 2.42
H -0.02 -6.23 4.46
H 2.06 -4.92 4.58
H 2.22 -2.73 3.39
H 0.28 -1.92 2.11
H -3.49 -6.98 1.63
H -5.07 -6.37 2.04
H -4.79 -8.11 2.01
N 2.49 0.13 2.98
C 1.71 0.04 3.82
C 0.66 -0.01 4.81
C 0.74 -0.85 5.91
C -0.31 -0.91 6.80
C -1.44 -0.12 6.59
C -1.51 0.72 5.49
C -0.46 0.79 4.59
H 1.61 -1.48 6.04
H -0.26 -1.58 7.65
H -2.27 -0.17 7.29
H -2.39 1.33 5.32
H -0.51 1.43 3.72
C 0.28 0.73 -6.30
N -0.31 0.34 -5.04
C -1.20 -0.68 -4.83
C -1.41 -0.72 -3.48
N -0.66 0.25 -2.86
C -0.03 0.87 -3.82
H -0.08 0.05 -7.07
H 1.36 0.66 -6.26
H -0.01 1.74 -6.57
H -1.54 -1.32 -5.63
H -2.01 -1.42 -2.92
H 0.68 1.68 -3.69
F 0.52 3.51 2.76
C -0.50 3.67 1.79
F -0.88 2.29 1.55
C -1.66 4.22 2.60
F -2.03 3.55 3.74
F -2.79 4.27 1.85
F -1.39 5.48 3.00
```

no.,Kohn-Sham gap (eV)
1,8.114
2,7.754
3,5.991